Entry 1:
{
  "formula": "C8H13N3O2",
  "method": "ωB97M-V/def2-TZVPD",
  "total_charge": 2,
  "max_force_ev_per_a": 5.0,
  "smiles": "C/C=C/C=[N+]=C(O)N/C=C\\C(=[NH2+])O",
  "symbols": ["C", "C", "C", "C", "C", "C", "C", "C", "N", "N", "N", "O", "O", "H", "H", "H", "H", "H", "H", "H", "H", "H", "H", "H", "H", "H"],
  "coordinates": [[-2.99059, -0.17410, 0.83428], [-2.49130, -1.41068, 0.91878], [-0.37794, -1.47834, -0.32904], [2.21879, 0.33844, 0.24975], [3.27089, 1.15009, -0.01633], [1.06584, 0.49114, -0.57134], [-2.91449, 1.01559, -0.07652], [4.62343, 0.74672, 0.37274], [-1.46609, -2.00431, 0.18840], [-0.12052, -0.10629, -0.47577], [-2.70880, 0.80077, -1.33994], [0.46980, -2.34694, -0.83184], [-3.17385, 2.26036, 0.26041], [-3.76189, 0.17010, 1.67941], [-3.00550, -1.97206, 1.60826], [2.13261, -0.52907, 0.89474], [2.99846, 2.11882, -0.65276], [1.00645, 1.28440, -1.35921], [4.85845, 1.16835, 1.50345], [5.49184, 1.20626, -0.30127], [4.92586, -0.36364, 0.45593], [-1.62749, -2.97532, 0.29451], [-2.98576, 1.58958, -1.91712], [-2.62525, -0.10587, -1.71883], [0.35007, -3.29461, -0.87848], [-3.16301, 2.42059, 1.20777]],
  "atomic_forces_ev_per_a": [[-2.1, 3.2, 2.3], [0.5, 3.2, -1.8], [2.8, 2.8, -0.9], [-2.2, -0.5, -1.2], [-0.2, 0.6, -1.4], [-0.7, 1.2, 0.0], [0.6, -1.6, 0.3], [4.0, 1.1, 1.6], [-2.7, 0.7, 1.5], [-0.8, -4.9, 0.3], [-1.0, 2.2, 0.3], [1.3, 1.8, -0.4], [0.3, -1.3, -0.6], [1.6, -1.4, -1.8], [-0.6, -1.9, 1.5], [0.9, 0.1, 0.2], [1.1, -2.2, 1.4], [0.5, -0.4, 0.9], [-0.6, -0.8, -2.7], [-2.1, -0.6, 1.5], [-1.3, 1.6, -0.2], [1.0, -1.3, -0.6], [0.4, -0.2, -0.6], [0.0, -0.9, -0.4], [-0.7, -0.5, 0.3], [-0.1, 0.0, 0.5]],
  "mulliken_charge": [-0.31, -0.43, 0.55, -0.09, 0.07, -0.25, 0.67, -1.06, -0.14, -0.19, -0.19, -0.45, -0.42, 0.28, 0.42, 0.36, 0.31, 0.33, 0.30, 0.33, 0.34, 0.25, 0.30, 0.23, 0.39, 0.39]
}



Entry 2:
{
  "formula": "C51H45O2P2SSiTl",
  "method": "ωB97M-V/def2-TZVPD",
  "total_charge": 2,
  "max_force_ev_per_a": 0.9,
  "symbols": ["Tl", "O", "S", "C", "C", "C", "C", "C", "C", "C", "C", "C", "C", "P", "C", "C", "C", "C", "C", "C", "C", "C", "C", "C", "C", "C", "C", "C", "C", "C", "C", "C", "C", "C", "C", "C", "C", "C", "P", "C", "C", "C", "C", "C", "C", "C", "C", "C", "C", "C", "C", "C", "C", "H", "H", "H", "H", "H", "H", "H", "H", "H", "H", "H", "H", "H", "H", "H", "H", "H", "H", "H", "H", "H", "H", "H", "H", "H", "H", "H", "H", "H", "H", "H", "H", "H", "H", "H", "H", "C", "Si", "C", "C", "O", "H", "H", "H", "H", "H", "H", "H", "H", "H"],
  "coordinates": [[0.21716, -0.44465, -2.96009], [1.26622, -1.55813, -0.83071], [-0.05621, 0.28803, 0.82571], [-1.42332, 0.32975, 1.97453], [-1.14153, 0.28887, 3.32933], [-2.12887, 0.39451, 4.31811], [-3.42578, 0.56336, 3.91637], [-4.68839, 0.75961, 4.70553], [-5.81953, 0.77925, 3.64862], [-5.12352, 0.53920, 2.33696], [-5.61486, 0.33268, 1.07821], [-4.70794, 0.00322, 0.06245], [-3.33389, -0.04558, 0.23256], [-2.36587, -0.84681, -1.11998], [-3.25282, -2.45695, -1.14935], [-4.33234, -2.75392, -1.97729], [-4.95423, -3.99124, -1.89379], [-4.51153, -4.93655, -0.98052], [-3.43563, -4.64788, -0.15366], [-2.80690, -3.41650, -0.24082], [-3.02858, -0.00123, -2.61290], [-3.53106, 1.29619, -2.58233], [-3.84591, 1.95966, -3.76207], [-3.65122, 1.33927, -4.98650], [-3.16410, 0.03922, -5.03178], [-2.85265, -0.62602, -3.85577], [-2.78389, 0.26244, 1.51617], [-3.73250, 0.47728, 2.54309], [1.28838, 1.01644, 1.75213], [0.94667, 2.04947, 2.60541], [1.86352, 2.72591, 3.40954], [3.17795, 2.36509, 3.31378], [4.38222, 2.89939, 4.02961], [5.57683, 2.14831, 3.40545], [4.95666, 1.16586, 2.45493], [5.53289, 0.21234, 1.66875], [4.68995, -0.52759, 0.83762], [3.31283, -0.36947, 0.74421], [2.75157, -1.46094, -0.61105], [3.44912, -0.74277, -2.12570], [3.66844, 0.62821, -2.23828], [3.95327, 1.18308, -3.47947], [4.00785, 0.37607, -4.60765], [3.78322, -0.99129, -4.49978], [3.49337, -1.55082, -3.26381], [3.42440, -3.10993, -0.36158], [4.66601, -3.52154, -0.84010], [5.05946, -4.83986, -0.67287], [4.22186, -5.74262, -0.03282], [2.98157, -5.33437, 0.43936], [2.58154, -4.01870, 0.27733], [2.66094, 0.61037, 1.58232], [3.55627, 1.34372, 2.41295], [-0.11551, 0.19982, 3.65552], [-1.84905, 0.36091, 5.36228], [-4.64329, 1.68370, 5.28303], [-4.82326, -0.05611, 5.41719], [-6.34868, 1.73328, 3.63807], [-6.56493, 0.00709, 3.84028], [-6.67700, 0.34896, 0.87158], [-5.11248, -0.26336, -0.90597], [-4.70110, -2.02847, -2.69027], [-5.78989, -4.21603, -2.54341], [-5.00262, -5.89817, -0.91617], [-3.08574, -5.38697, 0.55500], [-1.96412, -3.18854, 0.40430], [-3.67857, 1.79013, -1.62970], [-4.23630, 2.96869, -3.72495], [-3.88260, 1.86651, -5.90215], [-3.03148, -0.45725, -5.98428], [-2.50844, -1.65571, -3.89214], [-0.08735, 2.36006, 2.66425], [1.53104, 3.50872, 4.07845], [4.29951, 2.70515, 5.10043], [4.46477, 3.97980, 3.90884], [6.19211, 1.64817, 4.15314], [6.23122, 2.83095, 2.86057], [6.59961, 0.03358, 1.66509], [5.14741, -1.28298, 0.20792], [3.64299, 1.25573, -1.35445], [4.14224, 2.24534, -3.56545], [4.23808, 0.80951, -5.57171], [3.83768, -1.62210, -5.37717], [3.31583, -2.61622, -3.17082], [5.31976, -2.82824, -1.35668], [6.01690, -5.16649, -1.05588], [4.53461, -6.77093, 0.08861], [2.32189, -6.04397, 0.92000], [1.61254, -3.68328, 0.62582], [1.51002, 3.83356, 0.13072], [-0.14858, 3.17541, -0.46363], [-1.58735, 4.00651, 0.40244], [-0.12825, 3.29675, -2.33682], [-0.33969, 1.46722, -0.24005], [1.80048, 4.68277, -0.49283], [2.31307, 3.09641, 0.06951], [1.47063, 4.19182, 1.15704], [-1.28464, 5.00100, 0.73690], [-1.93544, 3.44814, 1.27394], [-2.44122, 4.13942, -0.26378], [-0.15798, 4.34959, -2.63007], [-0.97749, 2.80928, -2.81339], [0.80361, 2.88945, -2.73956]],
  "atomic_forces_ev_per_a": [[0.2, -0.1, 0.3], [-0.3, 0.2, 0.0], [0.3, 0.8, -0.1], [0.1, -0.2, 0.0], [0.0, 0.0, 0.0], [-0.1, -0.1, 0.1], [0.1, 0.0, -0.1], [0.0, 0.0, 0.1], [-0.1, 0.0, 0.0], [0.1, 0.0, -0.1], [-0.1, 0.0, 0.1], [0.2, 0.0, 0.0], [0.3, 0.1, 0.1], [-0.8, 0.1, -0.1], [0.3, 0.0, 0.0], [0.0, 0.0, 0.0], [0.0, 0.0, 0.0], [0.0, 0.0, 0.0], [0.0, 0.0, 0.1], [0.1, 0.1, 0.0], [0.2, 0.0, 0.0], [0.1, 0.0, 0.0], [0.1, 0.0, 0.0], [0.0, 0.0, 0.0], [0.0, 0.0, 0.0], [0.0, 0.1, 0.1], [-0.3, 0.0, -0.1], [0.2, 0.0, -0.1], [-0.1, -0.4, 0.0], [0.0, 0.1, 0.0], [0.1, 0.1, 0.1], [-0.1, -0.1, -0.1], [0.0, 0.0, 0.1], [0.1, 0.0, 0.0], [0.0, -0.1, -0.1], [0.2, 0.1, 0.1], [-0.3, 0.0, 0.0], [0.0, -0.1, 0.0], [-0.1, 0.2, -0.2], [-0.1, -0.1, 0.2], [0.1, 0.0, 0.0], [0.0, 0.1, 0.0], [0.0, 0.0, 0.0], [0.0, 0.0, 0.0], [0.1, 0.0, 0.0], [0.0, 0.2, -0.1], [0.0, -0.1, 0.0], [0.1, 0.0, 0.0], [0.0, 0.0, 0.0], [0.0, 0.0, 0.0], [0.0, 0.1, 0.0], [0.3, -0.1, 0.0], [-0.2, -0.1, -0.1], [-0.1, 0.0, 0.0], [0.0, 0.0, 0.0], [0.0, 0.0, 0.0], [0.0, 0.0, 0.0], [0.0, 0.0, 0.0], [0.0, 0.0, 0.0], [0.0, 0.0, 0.0], [0.0, 0.0, 0.0], [0.0, 0.0, 0.0], [0.0, 0.0, 0.0], [0.0, 0.0, 0.0], [0.0, 0.0, 0.0], [0.0, -0.1, 0.0], [0.0, 0.0, 0.0], [0.0, 0.0, 0.0], [0.0, 0.0, 0.0], [0.0, 0.0, 0.0], [0.0, 0.0, -0.1], [0.0, 0.0, 0.0], [0.0, 0.0, 0.0], [0.0, 0.0, 0.0], [0.0, 0.0, 0.0], [0.0, 0.0, 0.0], [0.0, 0.0, 0.0], [0.0, 0.0, 0.0], [0.1, 0.1, 0.1], [0.0, 0.0, 0.0], [0.0, 0.0, 0.0], [0.0, 0.0, 0.0], [0.0, 0.0, 0.0], [0.0, 0.0, -0.1], [0.0, 0.0, 0.0], [0.0, 0.0, 0.0], [0.0, 0.0, 0.0], [0.0, 0.0, 0.0], [0.0, -0.1, 0.0], [-0.2, -0.1, 0.0], [0.2, 0.4, -0.2], [0.2, -0.1, -0.2], [-0.1, 0.0, 0.4], [-0.1, -0.7, 0.1], [-0.1, 0.0, -0.1], [0.0, 0.0, -0.1], [0.0, 0.0, 0.0], [0.0, 0.0, 0.0], [0.1, 0.0, 0.0], [0.0, -0.1, 0.0], [0.0, 0.0, 0.0], [-0.1, -0.1, 0.0], [0.0, -0.1, 0.0]],
  "mulliken_charge": [1.23, -0.11, 1.51, -0.08, -0.62, -1.54, 0.23, -0.85, -0.77, -0.36, -1.28, -0.04, 0.40, 0.65, 0.77, -0.29, -0.80, -0.63, -0.64, -0.61, 0.82, -1.04, -0.67, -0.71, -0.87, -0.30, -1.15, 1.55, 0.46, -0.17, -1.19, -0.38, -0.71, -0.79, 0.76, -1.37, -0.53, 0.87, 1.44, 0.03, -0.18, -0.74, -0.58, -0.83, -0.58, 0.50, -0.01, -0.90, -0.55, -0.71, -0.72, -1.66, 0.90, 0.97, 0.50, 0.32, 0.33, 0.32, 0.35, 0.52, 0.53, 0.35, 0.43, 0.41, 0.45, 0.26, 0.39, 0.46, 0.44, 0.49, 0.69, 0.52, 0.52, 0.31, 0.33, 0.36, 0.30, 0.52, 0.17, 0.26, 0.50, 0.44, 0.48, 0.50, 0.38, 0.42, 0.41, 0.45, 0.31, -1.08, 1.68, -1.16, -0.88, -0.96, 0.51, 0.19, 0.35, 0.48, 0.17, 0.41, 0.42, 0.13, 0.17]
}



Orbital gap in eV, matching the order above: 8.460, 7.454
Energy relative to the best compared isomer or geometry (same formula, charge and spin) in kJ/mol, matching the order above: 43.6, 0.0